[1]
Formula: C5H14N2O
Source: OMol25
Level of theory: ωB97M-V/def2-TZVPD

The energy above the lowest of the compared OMol25 structures with the same formula, charge and spin is 290.2 kJ/mol. The calculation puts the total energy at -383.59017 hartree. The HOMO energy comes out at -0.2621 Ha. The max |F| is 0.077 Eh/bohr. The total charge is 0. As for the HOMO-LUMO gap: 8.04 eV.

```
22
Properties=species:S:1:pos:R:3:forces:R:3
C 1.318 2.285 0.407 -0.093 -0.352 -0.185
C 0.163 1.433 -0.060 -1.912 3.152 0.777
N -0.064 1.526 -1.470 0.618 -1.291 -0.101
C -0.878 1.198 0.802 1.866 -0.957 -0.253
N -1.917 0.356 0.450 -0.358 -0.534 -0.633
H 1.400 2.283 1.489 0.025 -0.091 0.131
H 1.202 3.323 0.095 0.006 0.107 -0.170
H 2.247 1.908 -0.020 0.133 0.040 0.035
H -0.044 2.467 -1.834 -0.029 0.009 0.160
H -0.860 1.000 -1.802 -0.022 0.209 -0.007
H -0.782 1.432 1.856 0.133 -0.039 0.074
H -2.406 -0.052 1.234 0.021 0.107 -0.163
H -1.587 -0.380 -0.192 -0.661 0.410 0.363
C 0.312 -2.411 0.759 -0.183 0.419 -0.110
C 0.452 -1.618 -0.533 0.800 2.231 0.021
O -0.611 -1.859 -1.451 -0.386 0.243 0.077
H 1.209 -2.299 1.362 0.099 0.023 0.087
H -0.535 -2.044 1.339 -0.035 -0.102 0.069
H 0.169 -3.482 0.568 0.023 0.142 -0.073
H 1.396 -1.895 -1.021 -0.015 0.130 0.074
H 0.510 -0.365 -0.361 -0.120 -3.948 -0.250
H -0.694 -2.806 -1.617 0.088 0.094 0.077
```
Forces are in eV/Å.

Atomic partial charges in e from the Löwdin method, atoms 1 to 6: -0.070 -0.454 0.060 -0.182 0.051 0.068

=====

[2]
Formula: C5H14N2O
Source: OMol25
Level of theory: ωB97M-V/def2-TZVPD

The energy above the lowest of the compared OMol25 structures with the same formula, charge and spin is 207.1 kJ/mol. The calculation puts the total energy at -383.62183 hartree. The HOMO energy comes out at -0.3303 Ha. The max |F| is 0.039 Eh/bohr. The total charge is 0. As for the HOMO-LUMO gap: 9.82 eV.

```
22
Properties=species:S:1:pos:R:3:forces:R:3
H -0.351 -3.135 1.913 -0.478 -0.203 0.518
N -0.821 -2.234 1.934 0.627 0.464 -0.328
C 0.047 -1.379 2.336 -0.279 -0.579 -0.571
N -0.061 -0.042 2.118 -0.218 -0.201 0.680
C 0.867 0.866 2.745 0.348 0.654 -0.319
H 0.970 -1.683 2.831 0.287 0.160 -0.133
H -0.986 0.260 1.849 0.111 0.165 -0.042
H 0.916 1.810 2.194 -0.227 -0.099 -0.016
H 0.671 1.118 3.789 -0.133 -0.194 0.080
H 1.876 0.461 2.654 -0.069 -0.147 0.180
C 0.736 -0.523 -1.191 -0.784 0.436 0.303
C 0.271 0.231 -2.443 0.998 -0.588 0.242
C -1.080 0.814 -2.174 -0.695 0.918 -1.666
O -1.524 1.489 -3.381 0.418 -0.305 -0.061
H -0.087 -1.140 -0.808 0.286 -0.368 -0.289
H 1.629 -1.115 -1.354 0.078 -0.069 0.068
H 0.869 0.172 -0.357 0.462 0.061 -0.152
H 0.271 -0.453 -3.296 -0.512 -0.041 0.066
H 1.018 0.970 -2.742 -0.227 0.340 0.239
H -1.074 1.591 -1.410 0.170 -0.386 0.559
H -1.787 0.010 -1.972 -0.029 -0.005 0.462
H -2.371 1.912 -3.235 -0.134 -0.014 0.179
```
Forces are in eV/Å.

Atomic partial charges in e from the Löwdin method, atoms 1 to 6: 0.026 0.049 -0.359 -0.072 -0.114 0.120

=====

[3]
Formula: C5H14N2O
Source: OMol25
Level of theory: ωB97M-V/def2-TZVPD

The energy above the lowest of the compared OMol25 structures with the same formula, charge and spin is 402.5 kJ/mol. The calculation puts the total energy at -383.54741 hartree. The HOMO energy comes out at -0.3178 Ha. The max |F| is 0.085 Eh/bohr. The total charge is 0. As for the HOMO-LUMO gap: 9.24 eV.

```
22
Properties=species:S:1:pos:R:3:forces:R:3
H 0.070 -1.244 -2.274 0.176 -0.307 0.134
N -0.520 -1.620 -1.529 0.094 1.097 1.157
C -0.056 -1.355 -0.357 2.933 -2.559 -0.903
C -0.775 -1.903 0.848 -0.343 0.751 -0.003
C 1.691 -1.261 -0.149 -0.952 -0.979 -1.232
O 2.433 -0.249 0.465 -0.974 0.708 1.060
H -1.790 -1.498 0.861 0.044 -0.118 0.114
H -0.851 -2.991 0.774 0.151 0.142 -0.024
H -0.272 -1.621 1.774 -0.050 -0.078 0.023
H 2.056 -1.303 -1.178 -0.212 0.153 -0.014
H 2.047 -2.187 0.319 -0.878 -0.364 -0.084
H 2.279 -0.322 1.426 0.245 0.146 -0.564
C -1.506 1.753 -0.864 0.018 -0.330 -0.359
C -0.501 1.310 0.165 2.323 -1.934 0.077
N 0.531 2.303 0.399 0.198 0.635 -0.006
H -2.057 2.642 -0.533 0.097 -0.145 0.114
H -1.029 2.009 -1.815 0.050 -0.075 0.140
H -2.231 0.956 -1.052 0.033 0.077 -0.011
H -0.981 1.038 1.110 -0.356 -0.240 -0.075
H 0.200 0.264 -0.159 -2.476 3.556 0.733
H 1.116 2.051 1.190 -0.085 0.050 -0.281
H 0.145 3.227 0.582 -0.038 -0.187 0.003
```
Forces are in eV/Å.

Atomic partial charges in e from the Löwdin method, atoms 1 to 6: 0.053 0.102 -0.442 -0.069 -0.188 -0.075

=====

[4]
Formula: C5H14N2O
Source: OMol25
Level of theory: ωB97M-V/def2-TZVPD

The energy above the lowest of the compared OMol25 structures with the same formula, charge and spin is 334.4 kJ/mol. The calculation puts the total energy at -383.57334 hartree. The HOMO energy comes out at -0.2864 Ha. The max |F| is 0.088 Eh/bohr. The total charge is 0. As for the HOMO-LUMO gap: 8.59 eV.

```
22
Properties=species:S:1:pos:R:3:forces:R:3
C -0.277 -0.384 -1.370 2.306 1.328 -0.346
C 0.577 -1.651 -1.340 -0.124 0.072 -0.103
N -1.712 -0.653 -1.321 -0.087 0.278 0.752
H -1.921 -1.148 -0.457 -0.110 -0.035 -0.115
H -1.992 -1.276 -2.075 0.172 0.099 0.043
H -0.092 0.168 -2.303 -0.095 -0.319 -0.227
H 0.450 0.486 -0.568 -2.871 -2.475 -2.491
H 1.633 -1.431 -1.519 0.024 0.016 0.038
H 0.485 -2.124 -0.358 0.047 -0.111 -0.029
H 0.262 -2.377 -2.098 -0.012 -0.064 0.025
C 2.054 0.433 1.274 -0.200 -0.047 -0.100
C -1.603 1.399 0.965 -0.163 -0.361 -0.673
N 0.852 1.038 0.704 -0.625 -0.053 1.787
C -0.475 0.409 1.073 1.718 1.016 2.026
O -0.513 -0.665 1.629 0.020 0.975 -1.099
H 0.851 2.051 0.755 -0.247 -0.137 0.100
H 2.209 0.737 2.309 0.095 -0.084 0.044
H 1.937 -0.647 1.231 0.029 -0.012 0.068
H 2.919 0.707 0.670 -0.048 0.040 0.059
H -1.508 2.129 1.773 0.026 -0.160 0.052
H -2.553 0.876 1.012 0.000 0.033 0.204
H -1.582 1.924 0.012 0.146 0.001 -0.014
```
Forces are in eV/Å.

Atomic partial charges in e from the Löwdin method, atoms 1 to 6: -0.406 -0.138 -0.025 0.051 0.062 0.087

=====

[5]
Formula: C5H14N2O
Source: OMol25
Level of theory: ωB97M-V/def2-TZVPD

The energy above the lowest of the compared OMol25 structures with the same formula, charge and spin is 600.4 kJ/mol. The calculation puts the total energy at -383.47201 hartree. The HOMO energy (alpha / beta) comes out at -0.2769 / -0.2771 Ha. The max |F| is 0.055 Eh/bohr. The total charge is 0. As for the HOMO-LUMO gap (alpha / beta): 8.45 / 8.46 eV.

```
22
Properties=species:S:1:pos:R:3:forces:R:3
C -0.818 -0.334 -0.146 -0.607 2.488 0.754
C -0.898 1.563 0.430 -0.885 -1.268 -0.599
C 1.863 -1.504 -1.438 0.095 0.290 -0.017
C 0.581 -0.562 1.810 0.086 -0.036 0.341
C -0.421 2.383 -0.734 -0.005 0.024 0.041
N 0.406 -0.193 0.406 1.425 -2.250 -0.955
N -1.787 -1.194 0.309 0.158 0.501 -0.046
O 1.010 -1.831 -0.401 -0.062 0.696 0.740
H -0.858 -0.137 -1.213 0.083 -0.003 0.055
H -2.479 -1.479 -0.364 0.141 -0.299 0.515
H -1.636 -1.664 1.189 -0.320 -0.185 -0.444
H -1.975 1.540 0.582 -0.073 0.229 -0.029
H -0.416 1.818 1.368 0.182 -0.285 0.026
H 2.887 -1.269 -1.097 -0.088 -0.020 -0.051
H 1.510 -0.625 -2.017 0.001 -0.102 0.051
H 1.933 -2.342 -2.151 -0.060 0.083 0.134
H 1.259 0.156 2.267 0.090 0.008 -0.034
H 1.033 -1.550 1.868 0.006 0.056 -0.155
H -0.321 -0.574 2.429 -0.183 0.089 -0.285
H 0.613 2.126 -0.977 -0.008 0.014 -0.013
H -1.033 2.223 -1.623 0.003 -0.003 0.003
H -0.454 3.450 -0.498 0.024 -0.027 -0.033
```
Forces are in eV/Å.

Atomic partial charges in e from the Löwdin method, atoms 1 to 6: -0.374 -0.112 -0.250 -0.089 -0.146 -0.023

=====

Look up the max |F| of the fifth one.
0.055 Eh/bohr